one) Density functional theory data (ωB97M-V with the def2-TZVPD basis set) for 8 unconnected molecules or ions with the total composition C30H43N8O13.

Properties
LUMO = 0.025 hartree
net charge = -1
orbital gap = 7.33 eV

Cartesian coordinates (Å):
N -42.555 -32.911 47.759
O -43.661 -33.004 48.372
O -42.605 -32.886 46.525
O -41.478 -32.902 48.404
C -42.214 -37.287 46.972
C -41.224 -38.257 46.342
C -40.325 -37.834 45.329
C -40.585 -36.506 44.566
C -41.569 -35.535 45.223
C -42.360 -36.020 46.459
N -39.865 -36.146 43.336
O -39.492 -37.053 42.589
O -39.646 -34.951 43.148
H -42.847 -37.569 47.777
H -41.293 -39.256 46.752
H -39.464 -38.456 44.861
H -41.792 -34.687 44.846
H -43.118 -35.394 47.015
C -38.624 -35.847 48.793
C -38.538 -34.649 47.825
C -37.227 -34.007 47.504
C -35.899 -34.634 48.097
C -36.066 -35.950 49.024
C -37.469 -36.440 49.330
N -34.573 -34.165 47.668
O -34.594 -33.197 46.863
O -33.635 -34.610 48.376
H -39.675 -36.133 49.184
H -39.512 -34.367 47.354
H -37.305 -33.103 46.707
H -35.249 -36.388 49.244
H -37.523 -37.310 49.851
C -47.949 -34.412 48.318
C -48.831 -35.430 48.982
C -48.189 -36.729 49.663
C -46.678 -36.963 49.175
C -45.874 -35.976 48.548
C -46.598 -34.548 48.026
N -45.976 -38.128 49.860
O -46.546 -38.804 50.746
O -44.800 -38.325 49.448
H -48.362 -33.375 48.125
H -49.787 -35.414 49.026
H -48.727 -37.418 50.370
H -44.964 -35.889 48.418
H -45.880 -33.804 47.559
C -45.936 -31.655 42.562
O -46.998 -31.427 41.931
N -45.850 -32.780 43.225
C -44.703 -32.926 44.188
C -46.951 -33.812 43.274
H -45.086 -31.025 42.770
H -43.719 -33.367 43.838
H -45.116 -33.764 44.828
H -44.408 -32.062 44.675
H -46.683 -34.460 44.074
H -47.050 -34.183 42.313
H -47.976 -33.371 43.484
C -41.005 -37.234 51.977
O -39.941 -37.434 52.532
N -41.465 -36.014 51.614
C -42.660 -35.913 50.713
C -40.649 -34.863 51.741
H -41.920 -38.060 51.739
H -42.738 -35.056 50.220
H -43.647 -36.053 51.254
H -42.694 -36.631 50.143
H -41.040 -33.921 51.447
H -39.695 -35.078 51.328
H -40.489 -34.875 52.767
C -37.418 -30.562 45.704
O -37.413 -29.791 46.666
N -38.523 -31.030 45.292
C -38.432 -31.877 44.110
C -39.853 -30.760 45.919
H -36.372 -30.859 45.244
H -38.891 -31.366 43.199
H -38.993 -32.713 44.211
H -37.466 -32.227 43.901
H -40.320 -29.941 45.692
H -39.764 -30.657 46.879
H -40.513 -31.587 45.876
C -39.542 -31.646 51.479
O -38.928 -32.386 52.135
N -40.050 -30.491 52.094
C -40.669 -29.382 51.235
C -40.177 -30.298 53.545
H -39.638 -31.935 50.400
H -41.738 -29.512 51.321
H -40.381 -29.441 50.227
H -40.567 -28.399 51.875
H -40.015 -31.191 54.085
H -41.224 -29.951 53.558
H -39.458 -29.597 53.761

Mulliken population analysis, charges in e, atoms 1 to 2: atom 1 (N): 0.754, atom 2 (O): -0.681


two) Density functional theory data (ωB97M-V with the def2-TZVPD basis set) for 8 unconnected molecules or ions with the total composition C30H43N8O13.

Properties
LUMO = 0.022 hartree
net charge = -1
orbital gap = 7.18 eV

Cartesian coordinates (Å):
N 0.349 0.405 0.058
O 0.061 -0.761 0.457
O -0.359 1.021 -0.626
O 1.213 0.943 0.710
C -4.724 2.313 -2.171
C -5.709 1.482 -3.028
C -5.189 0.284 -3.785
C -3.713 -0.161 -3.832
C -2.856 0.680 -2.860
C -3.421 1.886 -2.028
N -3.163 -1.284 -4.533
O -3.933 -2.096 -5.084
O -1.994 -1.551 -4.244
H -4.871 3.124 -1.622
H -6.778 1.732 -3.228
H -5.834 -0.265 -4.447
H -1.748 0.568 -2.801
H -2.966 2.621 -1.549
C 2.649 -1.417 4.296
C 1.641 -1.534 3.180
C 0.722 -2.686 3.253
C 0.453 -3.521 4.528
C 1.528 -3.481 5.568
C 2.724 -2.454 5.358
N -0.593 -4.486 4.554
O -0.640 -5.415 5.510
O -1.523 -4.452 3.807
H 3.262 -0.456 4.241
H 1.398 -0.659 2.426
H -0.023 -2.900 2.385
H 1.593 -4.183 6.337
H 3.401 -2.243 6.234
C -4.340 -1.035 0.156
C -3.360 -2.268 0.200
C -3.874 -3.646 0.604
C -5.386 -3.841 0.838
C -6.287 -2.560 0.725
C -5.752 -1.208 0.422
N -5.994 -5.113 1.199
O -7.271 -5.187 1.135
O -5.308 -5.819 1.962
H -3.875 -0.204 -0.142
H -2.340 -2.119 -0.065
H -3.294 -4.565 0.734
H -7.350 -2.556 0.873
H -6.373 -0.274 0.204
C 3.713 4.747 -2.638
O 4.885 4.923 -3.035
N 3.075 3.582 -2.894
C 1.762 3.257 -2.122
C 3.633 2.560 -3.720
H 3.240 5.287 -1.984
H 1.271 4.308 -1.918
H 2.012 2.728 -1.298
H 1.002 2.684 -2.552
H 4.697 2.188 -3.473
H 3.632 2.916 -4.797
H 2.935 1.590 -3.796
C 6.167 2.766 -0.291
O 7.372 3.127 -0.555
N 5.851 1.878 0.569
C 4.422 1.438 0.562
C 6.826 1.398 1.577
H 5.297 3.473 -0.844
H 4.136 0.379 0.002
H 3.888 2.319 0.192
H 4.066 1.285 1.562
H 7.225 0.493 1.251
H 6.226 1.286 2.566
H 7.614 2.060 1.918
C 1.566 -2.991 -4.142
O 2.259 -3.861 -4.725
N 2.179 -2.078 -3.343
C 1.394 -0.966 -2.858
C 3.629 -2.211 -2.887
H 0.564 -2.681 -4.282
H 0.518 -1.478 -2.060
H 0.823 -0.251 -3.565
H 1.897 -0.260 -2.125
H 3.880 -1.254 -2.874
H 4.254 -2.612 -3.872
H 3.771 -2.814 -2.059
C -2.336 1.888 1.959
O -3.431 2.045 1.471
N -1.886 2.400 3.102
C -0.648 1.843 3.630
C -2.624 3.574 3.694
H -1.615 1.343 1.538
H 0.260 2.394 3.144
H -0.608 0.769 3.457
H -0.573 2.230 4.654
H -1.838 4.036 4.348
H -3.321 3.364 4.362
H -3.185 4.257 3.211

Mulliken population analysis, charges in e, atoms 1 to 2: atom 1 (N): 0.891, atom 2 (O): -0.561


Ranking the structures above by energy, one) is first and the second is 13.0 kcal/mol behind.